P | Molecular formula: C6H13N
Method: DFT, ωB97M-V/def2-TZVPD

Each line ends with the natural charge from an NBO analysis.
Atoms and positions in Å:
C -0.493 0.474 0.151  -0.0048
C 0.978 0.185 0.358  -0.2895
C 1.334 0.532 -1.082  -0.6788
C -1.466 -0.352 -0.422  -0.0921
C -0.895 1.891 0.474  -0.6237
C 1.372 -1.230 0.772  -0.6071
N -1.462 -1.748 -0.450  -0.8355
H 1.385 0.913 1.065  0.2073
H -0.916 -2.234 0.247  0.3802
H -2.371 -2.173 -0.590  0.3810
H 1.950 -0.199 -1.589  0.2076
H 1.655 1.551 -1.257  0.2053
H -2.439 0.101 -0.583  0.1935
H -0.081 0.293 -1.398  0.2855
H -0.962 2.000 1.561  0.2216
H -1.863 2.163 0.045  0.2137
H -0.160 2.603 0.101  0.2073
H 1.172 -1.947 -0.020  0.2088
H 2.444 -1.256 0.966  0.2184
H 0.819 -1.566 1.651  0.2013

Properties
Gap between HOMO and LUMO, eV: 7.8
HOMO energy, eV: -6.8

Q | Molecular formula: C6H13N
Method: DFT, ωB97M-V/def2-TZVPD

Each line ends with the natural charge from an NBO analysis.
Atoms and positions in Å:
C -1.312 1.787 0.573  -0.6203
C -0.702 0.406 0.626  -0.0709
N -0.797 -0.493 -0.515  -0.4145
C -1.069 -1.899 -0.277  -0.4139
C 0.515 0.035 -0.147  0.0835
C 1.559 -0.851 0.505  -0.6251
C 1.100 0.991 -1.166  -0.6095
H -2.287 1.823 1.070  0.2128
H -0.651 2.501 1.081  0.2102
H -1.446 2.125 -0.458  0.2192
H -0.780 -0.080 1.607  0.1818
H -0.501 -2.494 -1.000  0.1983
H -0.807 -2.248 0.735  0.1668
H -2.134 -2.093 -0.437  0.2037
H 2.365 -0.230 0.913  0.2193
H 1.157 -1.448 1.328  0.2116
H 2.005 -1.533 -0.230  0.2091
H 0.310 1.538 -1.684  0.2216
H 1.666 0.432 -1.921  0.2107
H 1.781 1.710 -0.695  0.2056

Properties
SMILES: C[C@H]1N(C)C1(C)C
Gap between HOMO and LUMO, eV: 9.9
HOMO energy, eV: -8.8

Which of them is the least stable? Correct choice: P.

P | Molecular formula: C6H13N
Method: DFT, ωB97M-V/def2-TZVPD

Each line ends with the natural charge from an NBO analysis.
Atoms and positions in Å:
C -1.708 -1.153 0.094  -0.2709
C -0.498 -0.659 -0.687  -0.3887
C 0.224 0.481 -0.031  -0.4856
C 1.616 0.689 -0.446  0.0006
C 2.676 0.237 0.370  -0.2896
C 4.015 0.096 0.150  -0.2805
N -2.718 -0.120 0.181  -0.6845
H -2.151 -2.040 -0.460  0.2326
H -1.320 -1.329 1.113  0.1740
H -0.794 -0.511 -1.735  0.2187
H 0.247 -1.490 -0.592  0.1937
H -0.392 1.394 -0.136  0.2712
H 0.316 0.345 1.055  0.2100
H 1.845 0.875 -1.500  0.1961
H -4.928 1.567 -0.139  0.0043
H 2.341 -0.171 1.334  0.1990
H 4.678 -0.222 0.933  0.2097
H 4.409 0.432 -0.808  0.1934
H -4.577 2.035 0.338  -0.0059
H -3.281 -0.456 0.967  0.3023

Properties
Gap between HOMO and LUMO, eV: 3.5
HOMO energy, eV: -6.2

Q | Molecular formula: C6H13N
Method: DFT, ωB97M-V/def2-TZVPD

Each line ends with the natural charge from an NBO analysis.
Atoms and positions in Å:
C 0.765 -2.693 -1.395  -0.5489
C 0.793 -1.588 -0.642  0.0267
N -0.163 -0.611 -0.627  -0.6301
C -0.232 0.572 0.235  0.1200
C 0.930 1.522 -0.087  -0.6145
C -0.174 0.145 1.710  -0.6161
C -1.570 1.293 -0.030  -0.6077
H 1.563 -3.423 -1.332  0.2065
H -0.054 -2.895 -2.075  0.1866
H 1.627 -1.423 0.035  0.1884
H -0.931 -0.747 -1.279  0.3840
H 1.900 1.063 0.132  0.2081
H 0.863 2.440 0.509  0.2062
H 0.931 1.807 -1.145  0.2157
H -0.339 0.998 2.377  0.2102
H 0.797 -0.292 1.967  0.2080
H -0.937 -0.611 1.930  0.2165
H -2.362 0.919 0.630  0.2138
H -1.488 2.371 0.144  0.2177
H -1.919 1.154 -1.059  0.2087

Properties
SMILES: C=CNC(C)(C)C
Gap between HOMO and LUMO, eV: 8.6
HOMO energy, eV: -7.6

R | Molecular formula: C6H13N
Method: DFT, ωB97M-V/def2-TZVPD

Each line ends with the natural charge from an NBO analysis.
Atoms and positions in Å:
C 1.587 0.630 -0.495  -0.5104
C 0.531 -0.211 -0.425  0.2021
C -0.873 0.205 -0.061  -0.4593
C -1.000 0.540 1.432  -0.3788
C -0.642 2.017 1.730  -0.6038
N 0.797 -1.558 -0.693  -0.6179
C 0.207 -2.232 -1.825  -0.4155
H 2.440 0.444 -1.144  0.1917
H 1.796 1.487 0.125  0.1932
H -1.154 1.109 -0.617  0.2188
H -1.534 -0.653 -0.213  0.2199
H -0.372 -0.119 2.037  0.2066
H -2.047 0.553 1.742  0.1974
H -1.308 2.679 1.138  0.1991
H -0.716 2.280 2.783  0.2063
H 0.410 2.146 1.538  0.2002
H 1.719 -1.919 -0.517  0.3841
H -0.847 -2.013 -2.005  0.1997
H 0.395 -3.295 -1.683  0.1956
H 0.609 -2.088 -2.847  0.1710

Properties
SMILES: C=C(CCC)NC
Gap between HOMO and LUMO, eV: 9.2
HOMO energy, eV: -8.1

S | Molecular formula: C6H13N
Method: DFT, ωB97M-V/def2-TZVPD

Each line ends with the natural charge from an NBO analysis.
Atoms and positions in Å:
C -1.783 -1.266 1.680  -0.6084
C -1.383 0.135 1.166  -0.4050
C 0.092 0.471 1.312  -0.4360
C 0.989 -0.009 0.191  -0.3556
C 0.940 0.295 -1.149  0.2435
C 2.111 0.815 -1.945  -0.6657
N -0.257 0.112 -1.843  -0.8169
H -2.844 -1.357 1.978  0.2022
H -1.305 -1.540 2.623  0.2034
H -1.603 -2.057 0.938  0.1937
H -2.077 0.733 1.803  0.1956
H -1.702 0.271 0.149  0.2082
H 0.096 1.548 1.532  0.2088
H 0.633 0.176 2.239  0.2122
H 1.860 -0.594 0.471  0.2000
H 2.207 0.403 -2.970  0.1956
H 1.966 1.877 -2.154  0.2311
H 3.064 0.536 -1.508  0.2374
H -0.838 -0.689 -1.663  0.3865
H -0.166 0.140 -2.850  0.3695

Properties
SMILES: CCC/C=C(/C)N
Gap between HOMO and LUMO, eV: 8.0
HOMO energy, eV: -7.1

Which of them is the least stable? Correct choice: P.

P | Molecular formula: C3H3NO
Method: DFT, ωB97M-V/def2-TZVPD

Each line ends with the natural charge from an NBO analysis.
Atoms and positions in Å:
C 1.487 -0.671 -1.623  -0.1521
C 0.442 -0.194 -1.169  -0.0900
C -0.461 0.096 -0.129  -0.0340
N -0.061 0.591 1.057  -0.0588
O -1.316 0.594 1.815  -0.5974
H 2.375 -0.807 -2.270  0.2492
H -1.423 -0.092 -0.465  0.2051
H -1.042 0.482 2.782  0.4781

Properties
SMILES: C#C/C=N/O
Gap between HOMO and LUMO, eV: 9.4
HOMO energy, eV: -9.5

Q | Molecular formula: C3H3NO
Method: DFT, ωB97M-V/def2-TZVPD

Each line ends with the natural charge from an NBO analysis.
Atoms and positions in Å:
C -0.155 -0.061 -0.240  -0.7106
C -1.160 1.019 -0.422  0.1914
N -1.326 2.294 -0.322  -0.3603
C -2.548 1.522 -0.353  0.6343
O -3.728 1.460 -0.212  -0.5303
H 0.571 0.135 0.685  0.2609
H 0.516 -0.032 -1.094  0.2543
H -0.609 -1.166 -0.179  0.2603

Properties
SMILES: Cc1nc1=O
Gap between HOMO and LUMO, eV: 9.6
HOMO energy, eV: -9.2

R | Molecular formula: C3H3NO
Method: DFT, ωB97M-V/def2-TZVPD

Each line ends with the natural charge from an NBO analysis.
Atoms and positions in Å:
C -0.936 0.256 0.450  0.2701
C 0.273 0.683 -2.474  0.5047
C 0.107 -0.717 0.795  -0.7405
N -1.859 0.882 0.170  -0.3257
O 1.027 1.308 -1.948  -0.5003
H 0.795 -0.953 -0.057  0.2676
H -0.212 -1.435 1.560  0.2713
H 0.805 -0.023 1.504  0.2529

Properties
Gap between HOMO and LUMO, eV: 12.3
HOMO energy, eV: -11.6

S | Molecular formula: C3H3NO
Method: DFT, ωB97M-V/def2-TZVPD

Each line ends with the natural charge from an NBO analysis.
Atoms and positions in Å:
C -1.292 -0.243 0.203  -0.7946
C 0.161 -0.511 0.352  0.3458
O 0.779 0.545 -0.250  -0.5022
C 2.092 0.464 -0.302  0.5460
N 3.244 0.466 -0.400  -0.3460
H -1.572 0.796 -0.005  0.2275
H -1.581 -0.866 -0.660  0.2719
H -1.830 -0.651 1.062  0.2516

Properties
Gap between HOMO and LUMO, eV: 9.7
HOMO energy, eV: -10.0

Which of them is the least stable? Correct choice: P.

P | Molecular formula: C3H3NO
Method: DFT, ωB97M-V/def2-TZVPD

Each line ends with the natural charge from an NBO analysis.
Atoms and positions in Å:
O 2.122 -0.296 -0.275  -0.4850
C 0.953 -0.552 -0.160  0.4390
C -0.065 0.485 0.309  -0.3481
C -2.353 -0.214 -0.679  0.3120
N -1.360 0.143 -0.159  -0.5428
H 0.531 -1.555 -0.375  0.1260
H 0.226 1.469 -0.066  0.2503
H -0.055 0.521 1.405  0.2486

Properties
Gap between HOMO and LUMO, eV: 11.3
HOMO energy, eV: -10.8

Q | Molecular formula: C3H3NO
Method: DFT, ωB97M-V/def2-TZVPD

Each line ends with the natural charge from an NBO analysis.
Atoms and positions in Å:
O 0.421 1.379 0.323  -0.4502
C -0.766 0.748 0.057  0.0617
C -0.536 -0.558 -0.120  -0.1375
N 0.854 -0.679 0.048  -0.6064
C 1.458 0.506 0.303  0.2594
H -1.650 1.361 0.012  0.2164
H -1.226 -1.380 -0.257  0.2341
H 1.445 -1.377 -0.365  0.4225

Properties
Gap between HOMO and LUMO, eV: 10.2
HOMO energy, eV: -9.3

Which of them is the least stable? Correct choice: Q.